# 1
Formula: C7H8
Source: OMol25
Level of theory: the ωB97M-V functional and the def2-TZVPD basis

Geometry as XYZ:
```
15
Properties=species:S:1:pos:R:3
C -0.724 -0.212 0.014
C -1.725 -0.527 -0.631
C 0.182 -0.527 1.126
C 1.110 0.435 0.899
C 0.419 0.839 -0.255
C 2.507 0.608 1.431
C -2.672 -0.468 -1.701
H 0.190 -1.513 1.576
H 0.938 0.757 -1.186
H 3.002 1.190 0.727
H 2.854 -0.390 1.515
H 2.481 1.193 2.402
H -3.665 0.007 -1.435
H -2.812 -1.528 -2.140
H -2.085 0.137 -2.342
```

The value obtained for the energy above the lowest of the compared OMol25 structures with the same formula, charge and spin is 160.32 kcal per mole. The LUMO energy (alpha / beta) is 0.59 / 0.27 eV. The value obtained for the frontier orbital gap (alpha / beta) is 7.8 / 7.2 eV. As for the charge: 0. As for the spin multiplicity: 1.



# 2
Formula: C7H8
Source: OMol25
Level of theory: the ωB97M-V functional and the def2-TZVPD basis

Geometry as XYZ:
```
15
Properties=species:S:1:pos:R:3
C -0.200 -1.638 -1.271
C -0.002 -0.484 -0.332
C 1.161 0.543 -0.496
C 1.017 0.814 0.999
C -0.068 1.657 0.350
C -0.987 0.419 0.375
C 0.026 -0.373 1.179
H -1.098 -2.226 -1.045
H -0.268 -1.269 -2.303
H 0.671 -2.307 -1.221
H 0.411 1.718 -0.804
H 1.800 1.207 1.651
H -0.252 2.709 0.602
H -2.072 0.337 0.353
H -0.141 -1.108 1.962
```

The value obtained for the energy above the lowest of the compared OMol25 structures with the same formula, charge and spin is 159.47 kcal per mole. The LUMO energy is 1.09 eV. The value obtained for the frontier orbital gap is 8.9 eV. As for the charge: 0. As for the spin multiplicity: 1.



# 3
Formula: C7H8
Source: OMol25
Level of theory: the ωB97M-V functional and the def2-TZVPD basis

Geometry as XYZ:
```
15
Properties=species:S:1:pos:R:3
C -1.701 -0.760 -0.670
C -0.585 -0.093 0.052
C 0.477 0.557 -0.830
C 1.578 -0.114 -0.050
C 1.072 1.251 0.364
C -0.018 0.624 1.272
C 0.501 -0.747 0.869
H -2.255 -1.531 -0.126
H -2.398 -0.055 -1.135
H -1.101 -1.191 -1.487
H 0.360 0.997 -1.812
H 2.551 -0.454 -0.382
H 1.533 2.227 0.310
H -0.452 0.971 2.205
H 0.440 -1.681 1.419
```

The value obtained for the energy above the lowest of the compared OMol25 structures with the same formula, charge and spin is 118.57 kcal per mole. The LUMO energy is 1.25 eV. The value obtained for the frontier orbital gap is 9.8 eV. As for the charge: 0. As for the spin multiplicity: 1. Its SMILES is C[C@@]12[C@@H]3[C@H]4[C@@H]3[C@@H]1[C@H]42.



# 4
Formula: C7H8
Source: OMol25
Level of theory: the ωB97M-V functional and the def2-TZVPD basis

Geometry as XYZ:
```
15
Properties=species:S:1:pos:R:3
C 2.435 -0.737 -0.537
C 1.502 0.040 -0.118
C 1.128 1.030 0.958
C 0.003 0.657 0.002
C -0.988 1.212 -0.919
C -1.347 0.195 -0.163
C -2.294 -0.849 0.192
H 2.141 -1.564 -1.202
H 3.549 -0.586 -0.358
H 0.940 0.505 1.808
H 1.575 1.949 1.038
H -1.235 1.888 -1.633
H -1.753 -1.755 0.118
H -3.195 -1.001 -0.447
H -2.460 -0.984 1.260
```

The value obtained for the energy above the lowest of the compared OMol25 structures with the same formula, charge and spin is 137.63 kcal per mole. The LUMO energy is 0.96 eV. The value obtained for the frontier orbital gap is 8.8 eV. As for the charge: 0. As for the spin multiplicity: 1. Its SMILES is C=C1C[C@@]12C=C2C.



# 5
Formula: C7H8Br2P2
Source: OMol25
Level of theory: the ωB97M-V functional and the def2-TZVPD basis

Geometry as XYZ:
```
19
Properties=species:S:1:pos:R:3
C -2.483 0.207 -0.701
C -0.975 0.314 -0.651
C -0.384 0.879 -1.836
P 1.318 1.209 -1.972
C 1.966 0.531 -0.543
P 3.771 0.313 -0.485
Br 3.936 -1.866 0.128
Br 4.219 1.374 1.427
C 1.138 -0.079 0.529
C -0.212 -0.055 0.503
C -0.962 -0.858 1.516
H -2.901 1.038 -0.085
H -2.875 -0.645 -0.131
H -2.896 0.238 -1.682
H -1.129 1.172 -2.568
H 1.629 -0.407 1.330
H -0.315 -1.454 2.093
H -1.448 -1.632 0.887
H -1.397 -0.279 2.242
```

The value obtained for the energy above the lowest of the compared OMol25 structures with the same formula, charge and spin is 0.00 kcal per mole. The LUMO energy is -0.47 eV. The value obtained for the frontier orbital gap is 8.8 eV. As for the charge: 0. As for the spin multiplicity: 1. Its SMILES is Cc1cpc(P(Br)Br)cc1C.



# 6
Formula: C7H8BrN2O3
Source: OMol25
Level of theory: the ωB97M-V functional and the def2-TZVPD basis

Geometry as XYZ:
```
21
Properties=species:S:1:pos:R:3
C -1.201 -1.803 0.815
C -2.210 -1.081 0.477
C -0.119 0.407 -0.721
C 1.177 2.113 0.469
C 0.157 -1.991 0.169
C 1.950 1.047 1.101
C 0.838 -0.611 -0.061
N -0.944 -0.065 -1.628
N 0.145 1.647 -0.377
O 1.249 3.317 0.547
O 1.232 -0.096 1.166
O -1.788 0.882 -2.206
Br -3.756 -0.268 0.451
H -1.497 -2.760 1.264
H 0.895 -2.513 0.968
H -0.056 -2.473 -0.727
H 2.770 0.962 0.458
H 2.346 1.257 2.153
H 1.538 -0.867 -0.841
H -0.339 2.523 -0.724
H -2.387 0.371 -2.753
```

The value obtained for the energy above the lowest of the compared OMol25 structures with the same formula, charge and spin is 20.49 kcal per mole. The LUMO energy (alpha / beta) is -5.96 / -5.96 eV. The value obtained for the frontier orbital gap (alpha / beta) is 7.1 / 7.1 eV. As for the charge: +1. As for the spin multiplicity: 1.



# 7
Formula: C7H8BrNO2
Source: OMol25
Level of theory: the ωB97M-V functional and the def2-TZVPD basis

Geometry as XYZ:
```
19
Properties=species:S:1:pos:R:3
C -0.408 0.164 -2.276
C -1.440 0.106 -1.428
C 0.974 -0.077 -1.805
C -1.185 -0.435 -0.120
C 1.584 0.163 -0.653
C -1.016 0.250 1.009
C -0.743 -0.387 2.325
N -1.221 1.702 0.932
O -1.767 2.224 -0.031
O -0.843 2.309 1.912
Br -1.069 -2.388 0.008
H -0.253 0.561 -3.266
H -2.369 0.447 -1.667
H 1.477 -0.386 -2.661
H 2.588 0.012 -0.612
H 1.072 0.407 0.334
H 0.371 -0.476 2.313
H -1.139 -1.365 2.492
H -1.166 0.334 3.015
```

The value obtained for the energy above the lowest of the compared OMol25 structures with the same formula, charge and spin is 112.84 kcal per mole. The LUMO energy (alpha / beta) is -0.24 / -3.70 eV. Its expectation value of S² is 2.0116. The value obtained for the frontier orbital gap (alpha / beta) is 6.3 / 5.7 eV. As for the charge: 0. As for the spin multiplicity: 3.



# 8
Formula: C7H8BrOP
Source: OMol25
Level of theory: the ωB97M-V functional and the def2-TZVPD basis

Geometry as XYZ:
```
18
Properties=species:S:1:pos:R:3
C 2.181 2.018 0.120
C 1.111 1.675 0.967
C 2.266 1.522 -1.186
C 0.240 0.706 0.550
C 1.278 0.698 -1.674
C 0.299 0.265 -0.803
C -2.164 -2.623 0.349
O -1.346 -1.494 0.136
P -0.752 -1.053 -1.326
Br -5.225 0.324 0.267
H 2.917 2.561 0.670
H 1.121 2.377 1.760
H 3.045 1.810 -1.917
H -0.688 0.490 1.057
H 1.265 0.515 -2.732
H -2.093 -2.904 1.428
H -1.763 -3.605 -0.041
H -3.190 -2.363 -0.014
```

The value obtained for the energy above the lowest of the compared OMol25 structures with the same formula, charge and spin is 61.19 kcal per mole. The LUMO energy (alpha / beta) is -0.68 / -3.68 eV. The value obtained for the frontier orbital gap (alpha / beta) is 8.8 / 3.2 eV. As for the charge: 0. As for the spin multiplicity: 1.



# 9
Formula: C7H8Cl2O5
Source: OMol25
Level of theory: the ωB97M-V functional and the def2-TZVPD basis

Geometry as XYZ:
```
22
Properties=species:S:1:pos:R:3
O -2.079 -1.960 -2.097
C -1.635 -0.903 -1.713
C -2.265 -0.123 -0.642
C -1.695 0.986 -0.179
O -2.229 1.713 0.803
C -0.411 1.514 -0.761
O 0.055 2.551 -0.334
C 0.210 0.735 -1.817
C -0.357 -0.370 -2.292
O 0.169 -1.051 -3.304
H -3.217 -0.473 -0.265
H -1.624 2.456 0.974
H 1.208 1.016 -2.128
H -0.187 -1.954 -3.284
Cl 2.651 -0.658 0.531
C 3.066 -0.231 2.190
Cl 4.801 -0.274 2.480
H 2.716 0.773 2.394
H 2.567 -0.926 2.852
O -0.252 -0.734 2.149
H -1.156 -0.405 2.168
H -0.336 -1.683 2.274
```

The value obtained for the energy above the lowest of the compared OMol25 structures with the same formula, charge and spin is 0.00 kcal per mole. The LUMO energy is -1.41 eV. The value obtained for the frontier orbital gap is 8.3 eV. As for the charge: 0. As for the spin multiplicity: 1. Its SMILES is O=C1C=C(O)C(=O)C=C1O.ClCCl.O.



# 10
Formula: C7H8ClN2
Source: OMol25
Level of theory: the ωB97M-V functional and the def2-TZVPD basis

Geometry as XYZ:
```
18
Properties=species:S:1:pos:R:3
C -1.818 -2.761 0.136
C -1.199 -1.392 0.020
Cl -1.912 -0.169 0.930
C -0.126 -1.062 -0.818
C 0.290 0.050 -1.405
C 0.320 1.385 -1.002
C 0.734 2.074 0.125
C 1.660 1.775 1.068
N 1.881 2.451 2.122
N 2.225 3.066 2.997
H -1.495 -3.290 -0.843
H -2.869 -2.679 0.135
H -1.237 -3.365 0.808
H 0.190 -1.973 -1.275
H 0.548 -0.103 -2.436
H 0.142 2.037 -1.795
H 0.525 3.244 0.169
H 2.142 0.713 1.063
```

The value obtained for the energy above the lowest of the compared OMol25 structures with the same formula, charge and spin is 54.69 kcal per mole. The LUMO energy (alpha / beta) is -5.90 / -5.90 eV. The value obtained for the frontier orbital gap (alpha / beta) is 6.5 / 6.5 eV. As for the charge: +1. As for the spin multiplicity: 1. Its SMILES is C/C(Cl)=C/C=C\C=C\[N+]#N.



# 11
Formula: C7H8ClN2O3
Source: OMol25
Level of theory: the ωB97M-V functional and the def2-TZVPD basis

Geometry as XYZ:
```
21
Properties=species:S:1:pos:R:3
O -0.893 2.442 -0.643
C -0.971 1.371 -1.281
O -1.394 1.286 -2.471
N -0.675 0.205 -0.535
C -0.575 -1.140 -1.022
C -0.253 -2.025 0.251
C -1.144 -1.613 1.383
C 0.212 -0.948 1.169
C 0.216 0.402 0.611
C 1.824 0.975 0.028
Cl 3.051 -0.175 0.216
N 2.188 2.085 -0.405
O 1.401 3.186 -0.354
H 0.267 -1.237 -1.685
H -1.513 -1.452 -1.612
H 0.355 -2.857 0.283
H -1.996 -1.109 1.051
H -1.260 -2.266 2.272
H 0.858 -1.243 1.958
H -0.066 1.293 1.160
H 0.368 2.821 -0.376
```

The value obtained for the energy above the lowest of the compared OMol25 structures with the same formula, charge and spin is 0.00 kcal per mole. The LUMO energy is 3.16 eV. The value obtained for the frontier orbital gap is 8.0 eV. As for the charge: -1. As for the spin multiplicity: 1. Its SMILES is O=C([O-])N1C[C@@H]2C[C@@H]2[C@H]1/C(Cl)=N\O.



# 12
Formula: C7H8ClN2S
Source: OMol25
Level of theory: the ωB97M-V functional and the def2-TZVPD basis

Geometry as XYZ:
```
19
Properties=species:S:1:pos:R:3
S -1.751 -2.488 0.245
C -1.751 -0.826 -0.051
C -2.964 0.492 0.250
Cl -4.543 0.202 0.808
N -2.396 1.520 -0.384
C -1.171 1.291 -0.736
N -0.791 -0.048 -0.556
C 0.420 -0.653 -1.043
C 1.578 -0.502 -0.128
C 2.042 0.785 0.463
C 1.426 -0.255 1.328
H -0.429 1.870 -1.248
H 0.133 -1.763 -1.081
H 0.525 -0.196 -2.044
H 2.344 -1.116 -0.473
H 1.579 1.809 0.269
H 3.172 0.877 0.604
H 2.113 -0.860 1.994
H 0.463 -0.140 1.782
```

The value obtained for the energy above the lowest of the compared OMol25 structures with the same formula, charge and spin is 19.16 kcal per mole. The LUMO energy is 3.51 eV. The value obtained for the frontier orbital gap is 5.8 eV. As for the charge: -1. As for the spin multiplicity: 1. Its SMILES is [S-]c1c(Cl)ncn1CC1CC1.



Q: Look up the spin multiplicity of the fifth one.
A: 1



Please write out number 2 again, unchanged.
Formula: C7H8
Source: OMol25
Level of theory: the ωB97M-V functional and the def2-TZVPD basis

Geometry as XYZ:
```
15
Properties=species:S:1:pos:R:3
C -0.200 -1.638 -1.271
C -0.002 -0.484 -0.332
C 1.161 0.543 -0.496
C 1.017 0.814 0.999
C -0.068 1.657 0.350
C -0.987 0.419 0.375
C 0.026 -0.373 1.179
H -1.098 -2.226 -1.045
H -0.268 -1.269 -2.303
H 0.671 -2.307 -1.221
H 0.411 1.718 -0.804
H 1.800 1.207 1.651
H -0.252 2.709 0.602
H -2.072 0.337 0.353
H -0.141 -1.108 1.962
```

The value obtained for the energy above the lowest of the compared OMol25 structures with the same formula, charge and spin is 159.47 kcal per mole. The LUMO energy is 1.09 eV. The value obtained for the frontier orbital gap is 8.9 eV. As for the charge: 0. As for the spin multiplicity: 1.